[1]
{"formula": "C4H8O", "method": "wB97M-V/def2-TZVPD", "elements": ["C", "C", "C", "O", "C", "H", "H", "H", "H", "H", "H", "H", "H"], "positions_angstrom": [[0.844, 0.677, -0.111], [-0.648, 0.808, 0.072], [-1.155, -0.584, -0.359], [-0.035, -1.476, -0.298], [0.983, -0.765, 0.374], [1.145, 0.726, -1.170], [1.461, 1.401, 0.434], [-1.107, 1.618, -0.490], [-0.811, 0.964, 1.143], [-1.964, -0.933, 0.296], [-1.515, -0.584, -1.392], [0.821, -0.868, 1.463], [1.980, -0.985, 0.038]], "atomic_forces_ev_per_a": [[-0.1, 0.0, 0.1], [-0.3, 0.2, 0.0], [-0.3, 0.2, -0.1], [0.1, 0.2, 0.0], [0.4, 0.9, -0.1], [-0.1, -0.1, 0.3], [-0.3, -0.2, 0.1], [-0.1, 0.0, 0.0], [-0.3, 0.1, -0.2], [0.1, 0.0, -0.1], [0.0, 0.0, 0.1], [0.5, 0.1, -0.3], [0.4, -1.4, 0.2]], "energy_ev": -6324.4726, "homo_energy_ev": -9.7, "smiles": "C1CCOC1", "lumo_ha": 0.042, "homo_lumo_gap_ha": 0.3985}

[2]
{"formula": "C34H100IN3O23P", "method": "wB97M-V/def2-TZVPD", "elements": ["C", "N", "C", "C", "C", "C", "C", "O", "O", "O", "C", "C", "N", "C", "C", "C", "O", "C", "C", "C", "C", "I", "C", "P", "O", "N", "H", "H", "H", "H", "H", "H", "H", "H", "H", "H", "H", "H", "H", "H", "H", "H", "H", "H", "H", "H", "H", "H", "H", "H", "H", "H", "H", "H", "C", "O", "H", "H", "H", "H", "C", "O", "H", "H", "H", "H", "C", "O", "H", "H", "H", "H", "C", "O", "H", "H", "H", "H", "C", "O", "H", "H", "H", "H", "C", "O", "H", "H", "H", "H", "C", "O", "H", "H", "H", "H", "C", "O", "H", "H", "H", "H", "C", "O", "H", "H", "H", "H", "C", "O", "H", "H", "H", "H", "C", "O", "H", "H", "H", "H", "C", "O", "H", "H", "H", "H", "C", "O", "H", "H", "H", "H", "C", "O", "H", "H", "H", "H", "C", "O", "H", "H", "H", "H", "C", "O", "H", "H", "H", "H", "C", "O", "H", "H", "H", "H", "C", "O", "H", "H", "H", "H"], "positions_angstrom": [[1.188, -2.917, 1.606], [2.385, -2.175, 2.004], [2.177, -1.054, 2.876], [1.469, 0.088, 2.202], [0.155, 0.439, 2.418], [-0.397, 1.472, 1.697], [-1.812, 1.867, 1.990], [-2.038, 2.820, 2.685], [-2.676, 1.024, 1.430], [-3.987, 1.175, 1.999], [-4.805, 1.923, 1.090], [-4.848, 1.420, -0.342], [-5.846, 0.383, -0.568], [-5.353, -0.988, -0.526], [-5.798, -1.762, 0.724], [-4.836, -2.914, 1.025], [-5.991, -0.905, 1.839], [0.340, 2.179, 0.732], [-0.301, 3.265, -0.080], [-1.176, 2.709, -1.222], [-0.663, 1.452, -1.908], [-1.440, 4.264, -2.654], [1.641, 1.800, 0.551], [2.836, 2.513, -0.635], [3.013, 1.620, -1.798], [2.149, 0.782, 1.287], [1.319, -3.316, 0.608], [1.062, -3.768, 2.271], [0.281, -2.307, 1.584], [2.988, -1.943, 1.229], [1.606, -1.344, 3.755], [3.140, -0.683, 3.229], [-0.416, -0.096, 3.161], [-5.804, 1.817, 1.507], [-4.528, 2.978, 1.136], [-3.854, 1.102, -0.672], [-5.131, 2.280, -0.947], [-6.259, 0.558, -1.470], [-4.262, -1.030, -0.630], [-5.753, -1.530, -1.382], [-6.774, -2.195, 0.509], [-4.205, -3.110, 0.161], [-4.215, -2.703, 1.894], [-5.415, -3.806, 1.239], [-5.275, -1.040, 2.464], [0.467, 3.915, -0.484], [-0.916, 3.892, 0.561], [-2.171, 2.504, -0.842], [-1.167, 1.312, -2.859], [0.402, 1.504, -2.124], [-0.883, 0.571, -1.303], [2.392, 3.804, -0.919], [3.987, 2.679, 0.150], [3.113, 0.494, 1.133], [3.188, 2.445, -5.382], [2.039, 2.669, -4.568], [3.024, 2.939, -6.334], [4.086, 2.862, -4.916], [3.338, 1.376, -5.560], [2.187, 2.231, -3.723], [-1.669, 5.314, 5.285], [-0.780, 4.894, 4.255], [-1.119, 5.947, 5.975], [-2.531, 5.872, 4.912], [-2.035, 4.435, 5.818], [-1.271, 4.297, 3.685], [-0.855, 7.609, 0.547], [0.033, 6.639, -0.019], [-0.266, 8.247, 1.200], [-1.318, 8.220, -0.223], [-1.638, 7.125, 1.137], [-0.477, 6.073, -0.605], [1.130, -4.022, -2.326], [1.059, -4.753, -1.106], [1.513, -3.027, -2.106], [1.800, -4.516, -3.033], [0.134, -3.931, -2.762], [0.713, -5.626, -1.327], [-1.942, -4.060, 3.290], [-3.230, -3.959, 3.900], [-2.053, -3.869, 2.225], [-1.256, -3.328, 3.722], [-1.533, -5.063, 3.437], [-3.118, -4.124, 4.841], [-0.401, 2.038, 6.018], [0.084, 1.759, 4.700], [-0.329, 1.133, 6.615], [0.204, 2.820, 6.480], [-1.444, 2.356, 5.971], [0.017, 2.597, 4.226], [-6.545, -5.978, -0.186], [-6.229, -5.131, -1.289], [-7.115, -5.386, 0.526], [-7.152, -6.832, -0.495], [-5.636, -6.342, 0.301], [-5.731, -5.647, -1.926], [5.863, -2.133, 3.139], [5.440, -1.229, 2.107], [5.416, -3.100, 2.929], [6.946, -2.223, 3.148], [5.520, -1.792, 4.118], [5.839, -0.374, 2.287], [2.854, 1.922, -9.490], [3.353, 3.012, -8.712], [2.982, 1.015, -8.910], [1.792, 2.052, -9.713], [3.409, 1.821, -10.426], [3.242, 3.816, -9.225], [3.882, -5.691, 2.501], [4.471, -5.571, 3.792], [3.651, -4.683, 2.160], [4.566, -6.156, 1.787], [2.955, -6.271, 2.534], [4.681, -6.455, 4.106], [-0.675, -6.078, -4.553], [-0.672, -6.690, -3.264], [-0.328, -5.061, -4.414], [0.001, -6.590, -5.240], [-1.675, -6.044, -4.990], [-0.977, -7.596, -3.357], [9.293, -0.709, 2.218], [8.787, -0.613, 3.549], [9.170, -1.741, 1.902], [8.743, -0.063, 1.528], [10.354, -0.454, 2.175], [8.902, 0.296, 3.839], [-2.754, -7.423, 1.873], [-3.421, -7.242, 3.125], [-2.707, -8.487, 1.657], [-3.307, -6.924, 1.073], [-1.736, -7.027, 1.915], [-3.457, -6.294, 3.291], [2.074, 8.485, -1.407], [2.549, 9.416, -2.375], [1.870, 9.019, -0.483], [1.156, 8.010, -1.749], [2.825, 7.718, -1.206], [2.714, 8.916, -3.182], [2.426, -2.580, -8.812], [3.193, -1.391, -8.964], [1.815, -2.682, -9.704], [3.066, -3.462, -8.723], [1.768, -2.526, -7.940], [3.741, -1.292, -8.181], [-3.411, 10.985, 0.985], [-2.825, 10.047, 0.085], [-3.877, 10.414, 1.784], [-2.657, 11.647, 1.419], [-4.176, 11.589, 0.492], [-2.412, 10.544, -0.626], [-3.779, -10.740, 4.500], [-4.115, -10.006, 3.333], [-4.099, -11.767, 4.342], [-2.700, -10.737, 4.685], [-4.292, -10.349, 5.383], [-3.836, -9.090, 3.461], [4.382, 6.211, -3.214], [4.129, 7.308, -4.086], [3.686, 5.414, -3.470], [5.404, 5.845, -3.339], [4.231, 6.502, -2.171], [4.750, 8.006, -3.857]], "atomic_forces_ev_per_a": [[0.4, 0.1, -0.1], [-0.1, -0.1, -0.1], [0.3, 0.1, 0.1], [0.1, -0.1, 0.0], [-0.4, -0.1, -0.1], [-0.1, -0.3, -0.5], [0.2, 0.4, 0.5], [-0.4, -0.2, -0.2], [0.0, 0.0, 0.2], [0.0, -0.1, -0.1], [-0.1, 0.3, -0.2], [-0.5, -0.1, 0.1], [0.3, 0.0, -0.4], [-0.2, 0.0, 0.1], [0.1, -0.1, 0.0], [-0.4, 0.1, -0.1], [0.0, 0.0, 0.1], [-0.5, 0.1, 0.2], [0.0, -0.1, -0.2], [0.0, -0.2, 0.1], [0.0, 0.1, -0.1], [-0.1, 0.2, -0.1], [0.7, 0.2, 0.1], [0.1, -0.3, -0.7], [0.0, 0.0, -0.1], [0.1, 0.0, 0.0], [0.0, -0.1, -0.1], [-0.3, 0.0, 0.1], [-0.1, 0.0, 0.1], [0.2, -0.1, 0.0], [-0.1, -0.1, 0.0], [0.1, -0.1, 0.0], [0.0, 0.0, 0.0], [0.0, -0.1, 0.2], [0.3, 0.0, 0.0], [0.2, 0.0, 0.0], [0.0, 0.1, -0.1], [-0.1, -0.1, 0.0], [0.1, 0.2, 0.1], [0.0, -0.1, -0.1], [-0.2, 0.1, 0.0], [0.1, -0.1, 0.0], [0.1, 0.1, 0.0], [0.2, -0.2, 0.1], [0.1, 0.0, 0.0], [0.0, 0.1, 0.0], [0.0, 0.1, 0.1], [-0.1, 0.1, 0.0], [-0.1, 0.0, -0.1], [0.1, -0.1, 0.0], [0.2, -0.1, 0.1], [0.0, 0.2, 0.2], [0.0, 0.1, 0.2], [0.1, 0.0, 0.0], [-0.1, 0.0, 0.2], [-0.1, 0.0, 0.1], [0.0, 0.0, 0.0], [0.0, 0.0, 0.0], [0.1, 0.0, 0.0], [0.1, -0.1, 0.0], [0.0, -0.3, 0.1], [0.1, 0.1, 0.0], [0.1, 0.0, 0.0], [0.1, 0.0, -0.2], [-0.1, 0.1, 0.2], [-0.1, 0.1, -0.2], [0.0, -0.3, -0.1], [0.1, -0.2, 0.3], [0.0, 0.0, 0.0], [0.0, 0.0, 0.0], [0.0, 0.1, 0.0], [-0.2, 0.1, -0.2], [-0.1, -0.2, 0.2], [0.1, 0.0, -0.1], [0.0, 0.0, 0.0], [0.0, 0.1, -0.1], [0.0, 0.1, -0.1], [-0.1, 0.0, 0.0], [-0.1, 0.0, 0.4], [0.1, -0.1, -0.2], [-0.1, 0.0, 0.0], [0.1, 0.0, -0.1], [0.2, 0.1, -0.1], [-0.1, 0.0, 0.0], [0.1, 0.1, -0.1], [0.0, 0.0, 0.2], [0.0, -0.1, -0.1], [-0.1, 0.0, 0.1], [0.0, 0.0, 0.1], [0.1, 0.1, 0.1], [0.1, 0.0, -0.2], [0.0, 0.0, 0.1], [0.0, 0.0, 0.0], [0.0, 0.0, 0.0], [-0.1, 0.0, 0.1], [0.0, 0.0, 0.0], [-0.1, 0.0, 0.0], [-0.3, 0.3, -0.1], [-0.1, 0.0, 0.0], [0.0, 0.0, 0.1], [0.0, 0.0, 0.0], [0.2, -0.1, 0.0], [0.0, 0.3, 0.0], [0.0, -0.1, -0.1], [0.0, 0.0, 0.0], [0.0, -0.1, 0.0], [0.0, -0.1, 0.0], [0.0, 0.0, 0.0], [0.0, 0.0, 0.1], [-0.1, 0.1, -0.1], [0.0, 0.0, 0.0], [0.0, 0.0, 0.0], [0.0, 0.0, 0.0], [0.0, 0.0, 0.1], [0.0, -0.2, 0.0], [0.0, 0.2, 0.0], [0.0, 0.0, -0.1], [0.0, 0.0, 0.0], [0.0, 0.0, 0.0], [0.0, 0.0, 0.0], [0.0, 0.0, 0.1], [-0.1, 0.1, -0.2], [0.0, 0.0, 0.0], [0.0, 0.0, 0.0], [0.0, 0.0, 0.0], [0.1, 0.0, 0.1], [-0.1, 0.2, 0.1], [0.3, 0.0, -0.3], [-0.1, 0.0, 0.1], [0.1, 0.0, -0.1], [0.0, 0.0, -0.1], [-0.2, 0.1, 0.2], [0.0, 0.1, -0.4], [0.0, 0.0, 0.1], [0.0, 0.1, 0.0], [0.0, -0.1, 0.1], [-0.1, -0.1, 0.1], [0.0, 0.0, 0.0], [0.1, 0.1, 0.0], [-0.1, -0.1, 0.1], [0.0, 0.0, 0.0], [0.0, 0.0, 0.0], [0.0, 0.0, 0.0], [0.1, 0.0, 0.0], [0.1, 0.0, -0.1], [-0.1, 0.2, 0.1], [0.0, 0.0, 0.0], [0.0, 0.0, 0.0], [0.0, 0.0, 0.0], [0.0, 0.0, 0.0], [0.0, 0.1, -0.1], [0.1, -0.1, 0.0], [0.0, 0.0, 0.0], [0.0, 0.0, 0.0], [0.0, 0.0, 0.0], [-0.2, 0.0, 0.1], [0.1, 0.2, -0.1], [-0.1, 0.0, 0.1], [0.0, 0.0, -0.1], [0.0, -0.1, 0.0], [0.0, -0.1, 0.1], [0.0, 0.0, -0.1]], "energy_ev": -105815.2894, "homo_energy_ev": -10.9, "total_charge": 1, "lumo_ha": -0.160, "homo_lumo_gap_ha": 0.2412}

[3]
{"formula": "C5H11NO", "method": "wB97M-V/def2-TZVPD", "elements": ["C", "C", "C", "C", "N", "C", "H", "H", "H", "H", "H", "H", "H", "H", "H", "H", "H", "O"], "positions_angstrom": [[2.467, 0.651, 0.384], [1.728, -0.409, 1.080], [0.306, 0.020, 1.438], [-0.728, -0.376, 0.603], [-2.155, -0.269, 0.505], [-2.719, 0.752, 1.057], [3.283, 0.169, -0.202], [2.862, 1.361, 1.108], [1.860, 1.249, -0.322], [2.201, -0.627, 2.104], [1.399, -1.244, 0.405], [0.327, 0.501, 2.326], [-0.413, -0.845, -0.429], [-3.651, 1.048, 0.754], [-2.174, 1.294, 1.838], [-0.862, -0.688, -4.412], [-1.984, -1.743, -4.086], [-1.748, -0.845, -4.152]], "atomic_forces_ev_per_a": [[1.3, 0.8, -1.4], [-2.7, -1.2, 1.0], [-1.6, -2.2, -3.8], [1.9, -0.3, -0.7], [-0.1, 2.0, 0.4], [3.5, -2.0, 0.6], [-0.2, 0.7, 0.4], [0.3, 0.1, -0.1], [0.1, -0.5, 0.3], [-0.3, -0.6, -1.9], [1.8, 0.0, 0.8], [-1.2, 1.7, 2.8], [-0.2, 0.6, 2.3], [-2.6, 0.4, -0.3], [-0.2, 0.5, -0.4], [1.2, -0.4, -0.4], [0.2, -1.7, 0.0], [-1.4, 2.1, 0.4]], "energy_ev": -8897.8713, "homo_energy_ev": -8.9, "smiles": "C=N/C=C/CC.O", "lumo_ha": 0.020, "homo_lumo_gap_ha": 0.3455}

[4]
{"formula": "C6H16O2", "method": "wB97M-V/def2-TZVPD", "elements": ["C", "O", "C", "C", "C", "C", "C", "H", "H", "H", "H", "H", "H", "H", "H", "H", "H", "H", "H", "H", "H", "H", "H", "O"], "positions_angstrom": [[-1.629, -0.650, -1.259], [-2.879, -0.436, -1.926], [-0.929, 0.651, -0.976], [0.249, 0.516, -0.006], [0.650, 1.937, 0.405], [1.464, -0.171, -0.677], [2.308, -0.906, 0.369], [-0.945, -1.369, -1.728], [-1.925, -1.144, -0.315], [-3.328, -1.277, -1.951], [-0.513, 0.959, -1.959], [-1.585, 1.471, -0.695], [-0.017, -0.081, 0.878], [0.928, 2.485, -0.501], [1.578, 1.887, 0.988], [-0.114, 2.487, 0.956], [2.036, 0.626, -1.173], [1.171, -0.872, -1.440], [3.160, -1.403, -0.097], [1.709, -1.561, 1.006], [2.670, -0.173, 1.103], [-1.076, -0.276, 3.084], [-1.683, -1.601, 3.316], [-1.298, -1.098, 2.601]], "atomic_forces_ev_per_a": [[-1.1, -0.7, 1.7], [0.7, 0.4, -0.6], [0.7, -0.1, -1.2], [-0.1, 0.3, -0.4], [0.9, -0.4, 0.0], [-0.1, 0.3, 0.9], [0.1, 0.9, 0.3], [-0.3, 0.2, -0.5], [0.5, 0.2, 0.1], [-0.2, -0.3, -0.1], [0.0, 0.2, 0.4], [-0.4, -0.3, 0.3], [-0.2, 0.2, -0.3], [-0.3, 0.1, 0.1], [-0.2, 0.2, 0.2], [0.0, -0.1, 0.0], [0.1, -0.3, 0.0], [-0.3, -0.3, -0.4], [-0.1, -0.2, 0.3], [0.0, -0.4, -0.5], [0.3, 0.0, -0.2], [0.0, -0.4, -0.7], [-0.3, -0.6, 0.1], [0.3, 1.0, 0.6]], "energy_ev": -10576.0889, "homo_energy_ev": -9.9, "smiles": "CC[C@@H](C)CCO.O", "lumo_ha": 0.022, "homo_lumo_gap_ha": 0.3845}

[5]
{"formula": "C23H36P2Sr", "method": "wB97M-V/def2-TZVPD", "elements": ["P", "P", "C", "C", "H", "H", "H", "H", "C", "H", "H", "H", "C", "H", "H", "H", "C", "H", "H", "H", "C", "H", "H", "H", "Sr", "C", "C", "C", "C", "C", "C", "C", "C", "C", "H", "H", "H", "H", "H", "H", "H", "H", "H", "H", "H", "H", "H", "H", "H", "C", "C", "C", "C", "C", "C", "C", "C", "H", "H", "H", "H", "H"], "positions_angstrom": [[-0.534, 2.429, -1.689], [-2.407, 0.029, 0.188], [-2.391, 2.522, -1.403], [-2.883, 1.793, -0.116], [-3.023, 2.286, -2.327], [-2.505, 3.629, -1.209], [-2.601, 2.434, 0.754], [-3.994, 1.726, -0.123], [-3.965, -0.739, -0.466], [-4.070, -1.724, -0.013], [-4.037, -0.841, -1.556], [-4.802, -0.107, -0.153], [-2.804, -0.226, 1.964], [-3.622, -0.962, 1.944], [-3.209, 0.705, 2.433], [-1.927, -0.700, 2.475], [-0.439, 3.136, -3.359], [0.609, 3.323, -3.620], [-0.993, 4.093, -3.360], [-0.857, 2.419, -4.078], [0.216, 3.698, -0.630], [-0.272, 3.762, 0.362], [0.030, 4.628, -1.180], [1.315, 3.545, -0.523], [-0.745, 1.466, 2.576], [-1.338, -1.032, -1.753], [-1.663, -0.388, -2.905], [-1.059, -0.960, -4.119], [0.537, -0.726, -4.098], [1.100, 0.461, -3.456], [1.086, 1.012, -2.121], [0.730, 0.204, -0.824], [0.097, -1.115, -1.126], [1.726, 1.899, 2.603], [-1.853, -1.999, -1.590], [-2.649, 0.102, -2.977], [-1.427, -0.511, -5.034], [-1.122, -2.060, -4.158], [0.991, -1.641, -3.664], [0.819, -0.735, -5.174], [1.750, 1.015, -4.138], [1.976, 1.700, -2.013], [-0.013, 0.790, -0.184], [1.610, 0.071, -0.164], [0.766, -1.682, -1.771], [-0.088, -1.710, -0.216], [1.988, 2.120, 3.654], [1.832, 2.817, 1.977], [2.375, 1.079, 2.253], [0.306, -0.920, 3.235], [1.262, -1.654, 3.574], [2.348, -2.526, 3.924], [2.415, -3.879, 3.519], [3.519, -4.683, 3.783], [4.586, -4.164, 4.527], [4.549, -2.838, 4.974], [3.432, -2.055, 4.700], [1.569, -4.318, 3.006], [3.559, -5.719, 3.433], [5.437, -4.790, 4.770], [5.387, -2.439, 5.554], [3.370, -1.052, 5.108]], "atomic_forces_ev_per_a": [[-1.2, -0.5, -1.4], [0.0, -0.5, -1.2], [-0.5, 1.5, 0.1], [-0.7, 0.6, -0.2], [1.2, 0.1, 1.2], [-0.5, -0.9, -0.3], [-0.2, -0.4, -0.4], [0.6, 0.6, 0.1], [-0.2, 0.2, 0.0], [0.0, -0.1, -0.1], [0.3, 0.1, 0.3], [-0.1, -0.2, 0.1], [-1.0, -0.1, 0.5], [0.3, 0.3, 0.4], [0.1, -0.7, 0.0], [-0.6, 0.3, 0.0], [-0.4, 1.0, 0.3], [-0.2, -0.1, 0.1], [0.1, -0.3, -0.4], [0.1, 0.2, 0.2], [-0.1, 0.7, 0.0], [0.4, 0.0, -0.4], [0.2, 0.3, 0.5], [-0.9, 0.0, 0.0], [1.6, -0.9, 0.4], [2.0, -1.7, 2.8], [-1.7, 1.0, -1.8], [2.6, 0.9, -0.4], [-0.9, -1.6, -0.9], [1.2, 2.3, 2.5], [1.4, -2.7, -1.5], [0.7, 0.6, 0.4], [-1.4, -1.0, -0.5], [-0.4, 0.6, -0.2], [-0.4, 0.6, 0.6], [0.1, -0.6, -0.2], [-0.3, 0.0, -0.2], [-0.6, 0.3, -0.1], [-0.2, 0.3, -0.3], [0.1, 0.0, 0.7], [-0.2, 0.1, 0.3], [-1.3, -0.3, 0.1], [1.1, -0.6, -0.7], [-0.2, -0.1, -0.5], [0.1, -0.3, 0.1], [0.5, 0.3, -0.1], [0.1, 0.1, -0.4], [0.6, -0.3, 0.4], [-0.3, 0.4, 0.0], [1.3, -0.9, 0.6], [-2.1, 1.1, -0.6], [0.9, -0.6, 0.4], [-0.1, 0.2, -0.1], [0.3, 0.3, 0.5], [-0.1, 0.2, -0.2], [-0.3, -0.5, -0.1], [-0.1, 0.1, -0.1], [0.0, 0.2, -0.2], [-0.1, 0.4, 0.1], [0.0, 0.0, -0.1], [-0.4, -0.1, -0.2], [0.1, 0.0, -0.2]], "energy_ev": -43836.4400, "homo_energy_ev": [-6.3, -6.3], "lumo_ha": [-0.032, -0.034], "homo_lumo_gap_ha": [0.1996, 0.1961]}